C24H29AsN4O2S3V as an isolated structure in a non-equilibrium geometry, computed with ωB97M-V/def2-TZVPD.

## Properties
Lowest unoccupied orbital energy (alpha / beta) = -1.95 / -1.99 eV
HOMO level (alpha / beta) = -10.0 / -10.5 eV
Energy relative to the best compared isomer or geometry (same formula, charge and spin) = 74.8 kcal per mole
Multiplicity = 3
Charge = +1
HOMO-LUMO gap (alpha / beta) = 8.058 / 8.515 eV
⟨S²⟩ = 2.013
Energy = -154441.8133 eV

XYZ file:
```
64
Properties=species:S:1:pos:R:3:forces:R:3
V 0.004 0.086 -1.240 3.42 4.35 1.86
O -0.458 -1.172 -2.053 -1.92 -6.24 -4.49
C -1.127 -2.235 -2.353 -1.63 -2.48 -0.23
C -1.186 -2.713 -3.669 0.23 0.43 0.34
C -1.881 -3.865 -3.961 -0.02 0.00 0.23
C -2.516 -4.567 -2.943 -0.13 -0.07 0.08
C -2.496 -4.092 -1.644 0.10 0.15 0.02
C -1.820 -2.915 -1.314 0.37 0.10 -0.95
C -1.774 -2.360 0.025 -0.03 0.10 0.22
N -1.271 -1.175 0.356 0.11 0.11 -0.82
C -1.409 -1.040 1.700 -0.29 -0.22 0.60
C -2.019 -2.150 2.206 0.23 0.48 0.28
N -2.243 -2.977 1.146 0.08 0.04 -0.42
H -0.668 -2.149 -4.433 0.01 -0.01 -0.04
H -1.932 -4.214 -4.981 0.03 -0.08 -0.07
H -3.040 -5.483 -3.168 -0.07 -0.05 0.00
H -3.022 -4.637 -0.873 -0.07 -0.10 0.02
H -1.081 -0.154 2.214 0.03 0.04 0.11
H -2.289 -2.410 3.207 -0.09 -0.08 0.21
H -2.693 -3.877 1.194 0.09 0.06 -0.09
C 5.621 -3.115 0.310 0.07 -0.06 0.01
C 4.218 -2.621 0.257 -0.42 -0.21 0.41
C 3.186 -3.168 1.031 0.01 0.18 -0.17
C 1.931 -2.608 0.882 0.08 -0.23 0.15
N 1.690 -1.600 0.053 -0.03 0.21 -0.35
C 2.740 -1.153 -0.656 -0.11 -0.35 0.44
S 2.442 0.180 -1.690 -0.61 0.37 -0.84
N 3.975 -1.618 -0.570 0.40 0.14 -0.31
H 5.777 -3.822 -0.507 0.05 -0.05 -0.01
H 5.836 -3.616 1.249 0.04 -0.05 0.03
H 6.302 -2.282 0.158 0.04 -0.02 0.02
H 3.360 -3.979 1.718 0.02 -0.09 0.06
H 1.076 -2.963 1.447 -0.01 -0.07 0.08
C 2.482 2.769 0.212 -0.23 -0.42 -0.28
S 1.471 1.341 0.728 1.93 1.76 2.09
O 0.189 1.497 -0.064 -1.17 2.11 1.46
C 1.050 2.134 2.310 -0.01 -0.33 -0.10
C 1.861 1.843 3.395 -0.01 -0.11 -0.17
C 1.660 2.509 4.592 0.04 0.09 0.01
C 0.667 3.472 4.692 0.03 -0.04 0.08
C -0.146 3.753 3.607 0.03 -0.05 -0.03
C 0.033 3.066 2.417 -0.20 0.03 -0.26
H 1.910 3.681 0.335 -0.16 0.07 0.10
H 2.770 2.607 -0.822 0.02 0.01 0.04
H 3.359 2.789 0.848 0.15 -0.05 0.15
H 2.645 1.107 3.292 0.13 -0.12 0.07
H 2.291 2.294 5.440 0.05 -0.05 0.09
H 0.522 3.996 5.623 0.00 0.07 0.09
H -0.904 4.520 3.681 -0.11 -0.03 0.02
H -0.621 3.249 1.576 0.03 0.07 -0.05
C -1.278 4.074 -1.162 0.07 -0.25 -0.09
As -2.013 2.487 -2.034 -1.27 1.39 -0.27
C -3.017 1.457 -0.714 0.33 -0.10 -0.25
C -3.426 3.253 -3.154 0.19 -0.14 -0.03
S -0.643 1.501 -3.281 0.15 -0.12 0.66
H -2.028 4.511 -0.500 0.03 -0.06 -0.07
H -0.999 4.794 -1.937 -0.12 -0.19 0.06
H -0.389 3.792 -0.601 -0.13 0.02 -0.07
H -3.609 2.124 -0.087 0.12 0.08 -0.09
H -2.316 0.880 -0.109 -0.29 0.11 0.03
H -3.687 0.779 -1.254 0.19 0.09 0.06
H -4.005 3.991 -2.598 0.07 -0.04 0.07
H -4.097 2.464 -3.505 0.18 0.03 0.09
H -2.966 3.730 -4.025 -0.01 -0.10 0.21
```
Positions in Å, forces in eV/Å.